Entry 1:
Computed, not measured: 3 unconnected molecules or ions with the total composition C17H41IN4O4P, with ωB97M-V/def2-TZVPD.

CARTESIAN COORDINATES (ANGSTROEM)
C: -0.910 0.702 4.624
C: 0.435 0.943 3.906
C: 0.907 2.396 4.164
C: 1.460 -0.081 4.426
C: 2.638 -0.363 3.500
N: 3.480 0.852 3.449
P: 3.893 -1.620 4.196
O: 3.666 -2.960 3.288
I: 2.939 -2.420 6.328
C: 2.118 -0.771 2.095
C: 0.633 -0.513 1.818
C: 0.449 -0.369 0.309
C: -0.280 -1.645 2.308
N: 0.288 0.790 2.440
O: -0.680 1.437 1.929
H: -1.125 1.516 5.310
H: -1.734 0.628 3.921
H: -0.891 -0.212 5.217
H: 0.077 3.041 4.428
H: 1.659 2.415 4.948
H: 1.382 2.793 3.269
H: 1.818 0.255 5.395
H: 0.937 -1.018 4.601
H: 4.440 0.628 3.218
H: 3.125 1.498 2.756
H: 2.766 -3.297 3.350
H: 2.316 -1.808 1.846
H: 2.689 -0.187 1.372
H: 1.002 -1.167 -0.186
H: 0.827 0.588 -0.044
H: -0.597 -0.480 0.048
H: -0.370 -2.381 1.509
H: -1.277 -1.280 2.540
H: 0.109 -2.159 3.186
C: -0.253 -2.746 -2.974
C: -1.334 -3.463 -2.170
C: -2.370 -4.195 -3.032
O: -3.315 -3.351 -3.656
C: -2.899 -2.762 -4.873
N: -1.948 -2.506 -1.246
H: -0.623 -1.817 -3.408
H: 0.583 -2.485 -2.326
H: 0.126 -3.376 -3.780
H: -0.841 -4.231 -1.566
H: -2.954 -4.851 -2.381
H: -1.875 -4.828 -3.780
H: -2.264 -3.444 -5.447
H: -2.361 -1.824 -4.712
H: -3.795 -2.547 -5.453
H: -2.585 -2.993 -0.622
H: -2.548 -1.892 -1.792
C: -0.250 4.939 -2.567
C: 0.192 4.075 -3.743
C: -0.802 2.966 -4.111
O: -0.803 1.862 -3.230
C: -1.595 2.011 -2.065
N: 1.537 3.559 -3.478
H: -0.111 4.425 -1.616
H: 0.345 5.851 -2.531
H: -1.301 5.220 -2.653
H: 0.261 4.724 -4.621
H: -0.514 2.560 -5.085
H: -1.819 3.370 -4.209
H: -2.510 2.574 -2.275
H: -1.045 2.497 -1.257
H: -1.869 1.011 -1.729
H: 1.891 3.087 -4.305
H: 1.459 2.829 -2.775

Calculated values
* multiplicity: 2
* DFT total energy: -49831.85794 eV
* HOMO (alpha / beta): -0.3004 / -0.3342 hartree


Entry 2:
Computed, not measured: a molecular structure, C23H22N2OS2Tc, with ωB97M-V/def2-TZVPD.

CARTESIAN COORDINATES (ANGSTROEM)
Tc: 0.520 -0.034 -0.266
C: -2.819 2.425 1.444
C: -1.832 1.900 0.442
N: -0.899 1.055 0.869
N: -0.908 0.927 2.252
C: 0.129 0.412 2.772
S: 1.520 -0.052 1.765
S: 0.370 0.077 4.433
C: -1.321 0.304 5.116
C: -2.162 -0.934 4.982
C: -2.959 -1.138 3.860
C: -3.713 -2.298 3.736
C: -3.670 -3.264 4.730
C: -2.885 -3.062 5.854
C: -2.135 -1.900 5.979
C: -1.928 2.371 -0.926
C: -2.886 3.337 -1.298
C: -2.990 3.774 -2.597
C: -2.147 3.248 -3.578
C: -1.176 2.328 -3.241
C: -1.068 1.923 -1.927
O: -0.087 1.038 -1.628
H: -2.900 1.775 2.304
H: -3.794 2.545 0.989
H: -2.481 3.405 1.798
H: -1.750 1.176 4.631
H: -1.113 0.546 6.157
H: -3.012 -0.373 3.092
H: -4.353 -2.441 2.873
H: -4.261 -4.167 4.636
H: -2.865 -3.804 6.642
H: -1.532 -1.739 6.868
H: -3.547 3.763 -0.561
H: -3.720 4.528 -2.855
H: -2.245 3.570 -4.606
H: -0.485 1.933 -3.974
C: 2.633 -2.831 0.866
C: 1.753 -2.365 -0.251
C: 2.233 -1.443 -1.217
C: 1.515 -1.223 -2.404
C: 0.291 -1.855 -2.608
C: -0.232 -2.692 -1.621
C: 0.485 -2.937 -0.454
H: 3.157 -3.728 0.519
H: 2.059 -3.105 1.751
H: 3.390 -2.098 1.135
H: 3.233 -1.035 -1.108
H: 1.926 -0.570 -3.163
H: -0.255 -1.694 -3.530
H: -1.189 -3.177 -1.774
H: 0.092 -3.621 0.290

Calculated values
* net charge: +2
* multiplicity: 4
* DFT total energy: -53087.86412 eV
* HOMO (alpha / beta): -0.5076 / -0.5076 hartree


Entry 3:
Computed, not measured: a molecular structure, C17H38BBr2F4InN2O7 in a non-equilibrium geometry, with ωB97M-V/def2-TZVPD.

CARTESIAN COORDINATES (ANGSTROEM)
In: -0.849 -0.735 1.489
B: 0.167 -0.392 -0.677
F: 0.929 -0.415 0.509
F: -0.755 -1.454 -0.566
F: -0.582 0.732 -0.564
F: 0.910 -0.434 -1.832
C: 1.918 1.833 0.871
O: 0.618 1.646 1.278
C: -0.322 2.680 1.139
C: -1.628 2.515 1.940
N: -2.244 1.183 1.641
C: -2.955 1.251 0.306
C: -3.717 0.001 -0.122
O: -2.624 -0.909 -0.422
C: -2.823 -1.845 -1.473
H: 2.064 1.866 -0.208
H: 2.686 1.200 1.315
H: 2.154 2.865 1.130
H: -0.676 2.760 0.112
H: 0.125 3.633 1.422
H: -2.288 3.367 1.774
H: -1.460 2.492 3.017
H: -2.985 1.108 2.323
H: -2.373 1.673 -0.513
H: -3.626 2.098 0.159
H: -4.328 0.155 -1.012
H: -4.379 -0.303 0.689
H: -2.206 -2.733 -1.335
H: -2.611 -1.348 -2.419
H: -3.863 -2.153 -1.572
C: 0.445 2.051 3.595
O: 0.842 0.887 2.816
C: 2.109 0.216 3.191
C: 2.393 -0.925 2.259
N: 1.345 -1.798 2.006
C: 1.616 -2.650 0.920
C: 0.635 -3.887 0.855
O: -0.534 -3.376 0.291
C: -1.550 -4.407 -0.037
H: 1.009 2.959 3.385
H: 0.511 1.815 4.657
H: -0.596 2.188 3.303
H: 2.164 0.018 4.262
H: 2.871 0.976 3.017
H: 3.230 -1.440 2.732
H: 2.827 -0.448 1.380
H: 1.390 -2.486 2.744
H: 2.672 -2.914 0.977
H: 1.451 -2.050 0.025
H: 0.457 -4.244 1.870
H: 0.977 -4.795 0.357
H: -1.924 -4.904 0.858
H: -1.226 -5.148 -0.768
H: -2.399 -3.797 -0.345
Br: -0.588 2.762 -2.917
C: -1.059 0.922 -2.639
C: -1.066 0.306 -4.047
Br: -1.591 -1.580 -3.941
H: -2.048 0.917 -2.180
H: -0.322 0.484 -1.966
H: -0.084 0.173 -4.501
H: -1.751 0.828 -4.716
C: 1.802 0.759 -3.152
C: 2.029 1.536 -1.861
O: 3.429 1.826 -1.908
C: 4.042 1.055 -2.818
O: 5.247 0.891 -2.936
O: 3.118 0.357 -3.504
H: 1.200 1.318 -3.868
H: 1.374 -0.203 -2.869
H: 1.663 0.929 -1.033
H: 1.615 2.544 -1.895

Calculated values
* net charge: +2
* DFT total energy: -192329.19386 eV
* HOMO: -0.5185 hartree


Among the records above, which one has the lowest DFT total energy?
C17H38BBr2F4InN2O7